<1>
Density functional theory data (wB97M-V/def2-TZVPD) for an isolated ion of composition C7H15N4 and charge +1.

The geometry in XYZ format:
```
26
Properties=species:S:1:pos:R:3:lowdin_charge:R:1
H -2.09 0.50 1.75 0.0647
H 2.01 -1.97 -0.49 0.1635
C -1.64 -0.57 -0.11 -0.4239
H 0.37 -2.19 0.04 0.1262
H -3.52 -0.48 1.15 0.1280
C 1.02 -0.31 -0.22 -0.1504
N -0.45 0.31 -0.13 -0.0215
H 2.74 -0.28 1.53 0.1308
N -1.64 2.15 0.08 0.1052
N -0.57 1.63 -0.22 -0.0512
H 3.38 1.47 1.31 0.1318
C 2.01 0.65 -0.32 -0.1846
C 3.46 0.15 -0.58 -0.0647
C -2.71 -0.30 -1.13 -0.1012
H -2.06 -1.29 2.02 0.0947
C -2.33 -0.47 1.26 -0.0790
H 1.74 1.64 -0.72 0.1502
H -1.20 -1.56 -0.15 0.1016
C 3.08 0.53 0.82 -0.0515
H 4.42 0.58 -0.97 0.1492
H -3.46 -1.25 -1.17 0.1412
H -1.61 3.18 0.24 0.1037
N 1.08 -1.58 -0.27 0.2681
H 3.56 -0.94 -0.57 0.0936
H -2.29 -0.18 -2.26 0.1299
H -3.30 0.57 -0.89 0.0455
```

Computed properties:
net charge: +1
SMILES: [H]/N=N/N(C(=[NH2+])C1CC1)C(C)C

<2>
Density functional theory data (wB97M-V/def2-TZVPD) for a 2-piece molecular cluster, C7H15N4 overall.

The geometry in XYZ format:
```
26
Properties=species:S:1:pos:R:3:lowdin_charge:R:1
N -1.25 -1.71 -0.53 -0.0515
H -0.79 -3.35 0.59 0.0801
C -0.86 3.37 -1.36 -0.1215
C 0.44 3.03 -0.48 -0.1183
H 2.54 -2.46 0.02 0.0811
H -1.65 3.85 -0.82 0.1174
H 1.18 2.71 -1.11 0.0944
H 2.72 -2.72 1.72 0.0673
N -1.35 1.14 -2.61 0.1747
C -1.69 -2.67 0.52 -0.1006
N 1.83 -0.93 1.28 0.0208
H 2.60 -0.52 1.80 0.1612
H -0.64 2.16 1.31 0.1604
C -1.18 2.12 -2.01 -0.2217
H -0.48 4.16 -2.02 0.1312
H -1.14 -2.29 -1.30 0.0706
N 0.79 0.97 0.72 0.1653
H -1.93 -2.36 1.47 0.0583
H -1.70 -0.82 -0.69 0.0623
C 2.09 -2.36 0.98 0.0114
H -2.40 -3.28 0.08 0.0542
H 1.02 -2.85 0.88 0.1042
H 0.03 -0.92 0.20 0.1435
H 0.79 3.95 0.05 0.1447
C 0.89 -0.27 0.78 -0.2032
C 0.16 2.02 0.56 -0.0864
```

Computed properties:
net charge: +1

Winner for stability: <2>

<1>
Density functional theory data (wB97M-V/def2-TZVPD) for a 2-piece molecular cluster, C7H15N4 overall.

The geometry in XYZ format:
```
26
Properties=species:S:1:pos:R:3:lowdin_charge:R:1
H 3.09 -1.30 1.29 0.0788
N -2.91 -0.90 0.84 0.1481
H -1.06 1.45 2.40 0.1521
H 0.42 -1.69 0.13 0.1093
H -1.86 0.93 -1.71 0.1792
H 1.72 -0.59 -1.32 0.1130
H 0.38 2.47 0.73 0.1410
H 0.73 -0.47 1.32 0.0833
N 0.58 -0.70 0.35 -0.0061
C 1.81 -0.31 -0.26 -0.3397
H -2.63 -0.56 2.81 0.1565
C -2.34 -0.16 1.78 -0.0826
C -1.28 1.24 0.21 -0.2549
H 3.96 -0.77 -0.11 0.0648
H 2.99 -2.02 -0.31 0.0436
N -3.09 -1.49 -1.33 0.2204
H 1.92 0.80 -0.14 0.0984
H 0.37 2.07 -1.02 0.1261
H -0.83 3.25 -0.34 0.0918
C 3.02 -1.14 0.22 -0.0759
C -0.38 2.30 -0.15 -0.0363
H -3.40 -2.37 -1.08 0.1003
C -1.58 0.93 1.54 -0.0402
H -3.08 -1.27 -2.31 0.1215
N -2.02 0.53 -0.78 0.2093
C -2.69 -0.62 -0.39 -0.4017
```

Computed properties:
net charge: +1

<2>
Density functional theory data (wB97M-V/def2-TZVPD) for an isolated ion of composition C7H15N4 and charge +1.

The geometry in XYZ format:
```
26
Properties=species:S:1:pos:R:3:lowdin_charge:R:1
C 0.65 -1.31 -1.98 -0.0634
H -2.30 -1.30 1.30 0.0886
H 4.10 -0.80 0.20 0.1186
H -1.36 2.45 -0.41 0.1291
C 2.32 -1.26 -0.70 -0.3743
C -0.43 0.92 -1.46 -0.0963
C -1.30 0.99 2.30 -0.0593
H 0.00 1.69 -2.10 0.1364
C -1.68 -0.78 0.58 -0.0759
C -0.82 1.55 -0.13 -0.1472
N 0.56 -0.15 -1.34 -0.0585
H 3.67 -2.49 0.20 0.1249
H -0.23 1.18 2.38 0.0692
H -2.74 1.07 0.74 0.1333
N 3.46 -1.53 -0.03 0.1943
H -2.03 -1.07 -0.42 0.0751
C -1.71 0.73 0.83 -0.3896
H -0.07 -1.61 -2.73 0.1591
H 1.80 0.62 0.16 0.1830
H -1.28 0.51 -2.00 0.1376
H -0.67 -1.17 0.71 0.0744
H 0.07 1.92 0.38 0.0983
N 1.72 -2.00 -1.62 0.1853
H -1.83 1.85 2.70 0.0844
N 1.61 -0.13 -0.48 0.1952
H -1.51 0.12 2.91 0.0777
```

Computed properties:
net charge: +1
SMILES: CC(C)CCn1cnc(N)[nH+]1

Winner for stability: <2>